1.
ORCA calculation (wB97M-V/def2-TZVPD) on a structure of composition C11H14O2 at a distorted geometry.

The highest occupied orbital energy is -8.20 eV. The HOMO-LUMO gap comes out at 8.88 eV. As for the total energy: -15721.1785 eV. The maximum force comes out at 7.818 eV/A. Its net charge is 0.

XYZ file:
```
27
Properties=species:S:1:pos:R:3:nbo_charge:R:1
C -3.73040 1.18847 0.22232 -0.2763
C -2.09594 -0.34064 -0.08783 0.2879
C -1.90150 -1.77338 -0.17270 -0.2552
C -0.64913 -2.25910 -0.30030 -0.1603
C 0.42812 -1.21657 -0.29438 -0.0758
C 1.87570 -1.42740 -0.31693 -0.4763
C 2.76088 -0.57752 0.53232 -0.3805
C 2.15811 0.92791 0.76886 -0.4572
C 1.32912 0.97182 -0.44160 0.0978
C 0.23045 0.08267 -0.19974 -0.0653
C -1.12887 0.67859 -0.03674 -0.3483
H -3.49516 1.46711 -0.74307 0.1919
H -4.67463 1.51875 0.84450 0.2144
H -2.80158 1.33281 1.09392 0.1901
H -2.82479 -2.43270 0.17609 0.2444
H -0.24301 -3.32377 -0.50117 0.2235
H 1.98594 -2.57910 -0.21083 0.2305
H 2.31036 -1.37134 -1.29272 0.2190
H 3.19726 -0.87281 1.61483 0.2366
H 3.66624 -0.22328 -0.17184 0.2090
H 2.98805 1.56781 0.53253 0.2127
H 1.50379 1.18423 1.78604 0.2334
H 1.76019 0.34567 -1.47443 0.2191
H 1.42909 3.10101 -0.19475 0.4543
H -1.25411 1.80672 -0.35548 0.2960
O -3.45787 -0.21978 0.08234 -0.5107
O 0.63369 2.44384 -0.85923 -0.7550
```


2.
ORCA calculation (wB97M-V/def2-TZVPD) on a structure of composition C11H14O2 at a distorted geometry.

The highest occupied orbital energy is -8.29 eV. The HOMO-LUMO gap comes out at 8.96 eV. As for the total energy: -15722.7352 eV. The maximum force comes out at 6.872 eV/A. Its net charge is 0.

XYZ file:
```
27
Properties=species:S:1:pos:R:3:nbo_charge:R:1
C 3.21638 0.81273 -2.19741 -0.2960
C 1.73999 -0.59300 -1.15466 0.2871
C 1.45703 -1.85185 -0.41167 -0.2102
C 0.61745 -2.18556 0.54872 -0.2297
C -0.35831 -1.15588 0.75463 0.0283
C -1.54811 -1.21123 1.76000 -0.4797
C -2.57351 -0.15242 1.38065 -0.3959
C -2.04832 1.31446 1.49432 -0.4555
C -0.80936 1.40283 0.58450 0.0952
C -0.21198 0.09842 0.06109 -0.1108
C 0.76433 0.33584 -0.94475 -0.2831
H 4.30941 0.52979 -2.61572 0.2110
H 3.25076 1.87413 -1.55608 0.2078
H 2.55973 1.05489 -3.08518 0.1766
H 2.03020 -2.80409 -0.77190 0.2096
H 0.54597 -3.27691 0.95506 0.2322
H -1.73899 -2.27243 1.53507 0.2297
H -1.37195 -1.48871 2.74250 0.2300
H -2.63695 -0.38360 0.16578 0.2027
H -3.77424 -0.44070 1.71863 0.2277
H -2.83350 1.98405 1.05037 0.2592
H -1.80741 1.47110 2.63165 0.2140
H -0.10569 2.15056 1.07453 0.2124
H -1.28382 1.65231 -1.65097 0.4488
H 0.85006 1.24792 -1.62007 0.2386
O 2.97941 -0.50935 -1.77721 -0.4808
O -1.21857 2.39670 -0.67189 -0.7690
```


3.
ORCA calculation (wB97M-V/def2-TZVPD) on a cluster of 2 separate species, C11H14O2S in total at a distorted geometry.

The highest occupied orbital energy is -8.64 eV. The HOMO-LUMO gap comes out at 9.37 eV. As for the total energy: -26559.9271 eV. The maximum force comes out at 1.628 eV/A. Its net charge is 0.

XYZ file:
```
28
Properties=species:S:1:pos:R:3:nbo_charge:R:1
C -0.31810 1.90303 0.39855 -0.2021
C 0.23979 0.28210 -1.27315 -0.2230
C -0.10012 0.96081 1.38669 -0.2082
C 0.46096 -0.66631 -0.28890 -0.1633
C -0.14248 1.57722 -0.94218 -0.0009
C 0.30500 -0.31385 1.03910 -0.2884
C 0.41678 -4.83553 2.34900 0.2955
C -0.93291 -5.42733 2.38567 -0.2858
C -1.87587 2.78203 -2.29822 -0.5928
C 2.41194 -1.37851 2.32652 -0.8029
C -0.38261 2.60527 -2.01143 -0.4189
O 0.11379 -0.94996 3.58750 -0.9833
O 0.09109 -5.49626 3.38369 -0.4076
S 0.57337 -1.56341 2.33865 1.2894
H -0.62070 2.90501 0.67252 0.2112
H 0.37023 0.00919 -2.31082 0.2092
H -0.24001 1.19192 2.43254 0.2453
H 0.75926 -1.67110 -0.54966 0.2090
H -1.78569 -4.82203 2.65467 0.1979
H -1.12108 -6.36166 1.87304 0.1917
H -2.02281 3.53847 -3.06723 0.2087
H -2.40131 3.09814 -1.40069 0.2054
H -2.31353 1.84796 -2.64146 0.2060
H 2.82141 -2.14404 2.97873 0.2327
H 2.76543 -1.52146 1.31214 0.2253
H 2.66925 -0.39363 2.69890 0.2337
H 0.03047 3.56535 -1.69197 0.2096
H 0.12607 2.30299 -2.92954 0.2065
```


Result set for energy relative to the best compared isomer or geometry (same formula, charge and spin): 188.8; 152.9; 110.9 kcal/mol, one per record in the order listed.